Run 1
CHCl2N2O2 | the ωB97M-V functional and the def2-TZVPD basis

Each line ends with the Löwdin charge.
Element x y z (Å)
Cl -1.9888 0.6306 -1.6493  0.482
Cl -2.3584 0.5173 1.1452  0.453
O 1.6555 0.8054 -0.5025  -0.092
O 1.4779 2.7671 0.3718  -0.039
N 0.9700 1.7336 -0.0123  -0.544
N -0.3288 1.6606 -0.0483  -0.118
C -1.1347 0.5639 -0.1420  -1.315
H -0.3770 -0.9034 -0.2923  0.175

## Properties
2S+1: 1
Molar mass, g mol⁻¹: 143.9
Total charge: -1
HOMO-LUMO gap, eV: 8.29

Run 2
CHCl2N2O2 | the ωB97M-V functional and the def2-TZVPD basis

Each line ends with the Löwdin charge.
Element x y z (Å)
Cl -0.5146 2.7556 0.7443  0.403
Cl -0.0045 0.2890 2.0488  0.625
O -0.2195 -2.5487 -0.7563  -0.176
O 0.8702 -0.8869 -1.7542  -0.094
N -0.5895 -0.5398 -0.2532  -0.085
N 0.1137 -1.2957 -0.9020  -0.685
C 0.6532 1.5670 1.2943  -1.049
H -0.3090 0.6594 -0.4218  0.061

## Properties
2S+1: 1
Molar mass, g mol⁻¹: 143.9
Total charge: -1
HOMO-LUMO gap (alpha / beta), eV: 6.85 / 6.85

Most stable = run 1

Run 1
C2H13N2O2 | the ωB97M-V functional and the def2-TZVPD basis

Each line ends with the Löwdin charge.
Element x y z (Å)
O -2.4572 -0.8319 -0.3002  0.097
O -0.6183 2.8618 0.3639  0.019
N 1.7993 -1.4197 -0.6601  0.000
N -0.4217 -1.1130 0.7532  0.049
C 1.5017 0.0957 -0.6554  -0.112
C 0.3690 0.1361 0.5241  -0.158
H -2.9158 -1.3487 -0.7829  -0.011
H -1.1253 -1.3087 -0.0793  0.093
H 0.3090 -1.9114 0.6514  0.160
H -0.9797 -1.2311 1.6465  0.186
H 1.9964 -1.5122 -1.6700  0.095
H 1.1525 0.4904 -1.5819  0.099
H -0.2661 1.0033 0.5452  0.052
H -2.1732 0.0606 -0.5369  0.114
H 2.4731 -1.7535 -0.0706  0.040
H -1.4603 3.1816 0.5236  0.025
H 2.3121 0.7032 -0.2750  0.105
H 0.7419 0.2647 1.5400  0.122
H -0.2373 3.6329 0.0643  0.025

## Properties
2S+1: 1
Molar mass, g mol⁻¹: 97.1
Total charge: +1
HOMO-LUMO gap, eV: 10.87

Run 2
C2H13N2O2 | the ωB97M-V functional and the def2-TZVPD basis

Each line ends with the Löwdin charge.
Element x y z (Å)
O 4.1088 1.8812 1.4552  -0.061
O -3.4126 -3.3345 1.1788  -0.081
N 0.1944 -0.8712 -1.7297  0.010
N -1.3606 1.2656 -0.3162  0.203
C 0.1669 1.1304 -0.3474  -0.140
C 0.7292 -0.2949 -0.5056  -0.248
H -1.6607 1.6136 0.5971  0.171
H -1.6507 1.8179 -1.1168  0.166
H 0.2563 -0.2410 -2.5180  0.084
H 0.5053 1.6483 0.5752  0.134
H 4.0061 2.6744 1.9840  0.032
H 0.5171 -0.8608 0.3968  0.122
H -1.7840 0.3220 -0.3907  0.170
H -3.7024 -3.6583 0.3136  0.034
H 0.2759 -1.8650 -1.8541  0.084
H 4.0512 1.1450 2.0713  0.033
H -3.6634 -4.1169 1.6990  0.046
H 1.8063 -0.1357 -0.5144  0.116
H 0.6169 1.8801 -0.9781  0.124

## Properties
2S+1: 1
Molar mass, g mol⁻¹: 97.1
Total charge: +1
HOMO-LUMO gap, eV: 9.79

Most stable = run 2